Density functional theory data (ωB97M-V/def2-TZVPD) for a molecular structure, C48H57ClN10S2Y.

Values from the calculation:
ΔE to the lowest compared entry with this formula, charge and spin: 0.00 kcal per mole
Frontier orbital gap: 6.27 eV

```
! RIJCOSX wB97M-V def2-TZVPD def2/J DEFGRID3
* xyz 1 1
Y 0.607 0.973 -0.893
N 1.360 1.370 -3.353
C 2.344 0.414 -3.885
C 1.818 -0.988 -3.631
N 1.477 -1.120 -2.212
H 0.531 1.339 -3.941
H 1.699 2.327 -3.392
H 3.282 0.552 -3.349
H 2.544 0.563 -4.950
H 2.555 -1.726 -3.964
H 0.905 -1.158 -4.207
H 2.315 -1.204 -1.641
H 0.896 -1.939 -2.057
N -0.126 5.570 -0.888
C 0.593 6.189 0.162
C 0.121 7.363 0.720
C 0.821 7.964 1.758
C 1.982 7.381 2.236
C 2.442 6.195 1.678
C 1.754 5.601 0.633
S 2.402 4.115 -0.069
N 1.141 3.568 -1.106
C 0.125 4.312 -1.352
C -0.939 3.773 -2.252
C -1.711 4.625 -3.032
C -2.717 4.090 -3.822
C -2.914 2.723 -3.805
C -2.080 1.941 -3.021
N -1.106 2.444 -2.262
H -1.070 5.900 -1.011
H -0.791 7.810 0.343
H 0.454 8.884 2.190
H 2.532 7.841 3.044
H 3.344 5.730 2.055
H -1.511 5.687 -3.049
H -3.326 4.734 -4.440
H -3.685 2.254 -4.399
H -2.180 0.861 -3.012
C -0.093 -1.665 5.376
C 1.252 -2.265 5.088
C 2.028 -2.809 6.105
C 3.272 -3.365 5.851
C 3.755 -3.403 4.553
C 2.991 -2.886 3.520
C 1.756 -2.303 3.785
N 0.957 -1.800 2.723
C 1.349 -0.990 1.691
N 2.437 -0.226 1.933
C 3.321 0.424 1.014
C 2.849 0.956 -0.189
C 3.829 1.574 -0.982
C 5.162 1.673 -0.619
C 5.558 1.178 0.613
C 4.648 0.558 1.457
C 5.105 0.071 2.806
N 0.660 -0.948 0.572
C -0.237 -2.047 0.376
C -1.609 -1.836 0.457
C -2.502 -2.886 0.317
C -2.025 -4.160 0.055
C -0.659 -4.366 -0.074
C 0.256 -3.333 0.097
C 1.727 -3.647 0.052
H -0.270 -1.614 6.448
H -0.901 -2.255 4.936
H -0.167 -0.657 4.968
H 1.648 -2.787 7.119
H 3.857 -3.774 6.663
H 4.717 -3.849 4.338
H 3.345 -2.938 2.499
H -0.005 -2.104 2.683
H 2.784 -0.305 2.877
H 3.538 2.056 -1.912
H 5.877 2.168 -1.263
H 6.587 1.276 0.934
H 6.156 0.309 2.957
H 4.990 -1.007 2.917
H 4.552 0.543 3.625
H -1.973 -0.841 0.675
H -3.562 -2.705 0.438
H -2.705 -4.996 -0.028
H -0.285 -5.363 -0.277
H 1.951 -4.350 -0.750
H 2.038 -4.114 0.989
H 2.340 -2.757 -0.088
Cl -5.163 -1.133 3.003
C -3.845 -0.122 2.477
C -2.643 -0.136 3.166
C -1.584 0.635 2.719
C -1.677 1.432 1.568
C -0.534 2.133 0.983
C -2.931 1.456 0.929
C -4.001 0.695 1.369
H -2.549 -0.750 4.052
H -0.647 0.620 3.265
H 0.274 2.301 1.707
H -0.858 3.111 0.613
H -3.059 2.085 0.053
H -4.954 0.731 0.856
C -4.211 -0.860 -1.870
N -4.116 -2.127 -2.569
C -5.370 -2.559 -3.178
C -2.918 -2.574 -3.016
S -1.552 -1.579 -3.082
N -2.856 -3.862 -3.414
C -3.689 -4.904 -2.824
C -1.672 -4.366 -4.089
H -5.123 -0.866 -1.274
H -4.260 -0.021 -2.572
H -3.358 -0.725 -1.208
H -5.899 -1.679 -3.549
H -6.016 -3.071 -2.462
H -5.178 -3.217 -4.021
H -4.272 -4.504 -2.000
H -3.037 -5.685 -2.431
H -4.358 -5.351 -3.562
H -1.317 -3.644 -4.818
H -1.942 -5.291 -4.597
H -0.870 -4.568 -3.373
*
```


Density functional theory data (ωB97M-V/def2-TZVPD) for 8 unconnected molecules or ions with the total composition C51H72F8N4O18 at a distorted geometry.

Values from the calculation:
Frontier orbital gap: 7.26 eV
SMILES: [H]/N=C(/C)C[N@@+]1(NCC)C[C@](F)(CCCNCc2ccccc2O)O[C@](C(=O)[O-])(C(F)(F)C(F)(F)C(F)(F)F)C1.O=C1CCCO1.O=C1CCCO1.O=C1CCCO1.O=C1CCCO1.O=C1CCCO1.O=C1CCCO1.O=C1CCCO1

```
! RIJCOSX wB97M-V def2-TZVPD def2/J DEFGRID3
* xyz 0 1
H 5.151 -3.193 -2.705
N 6.100 -2.765 -2.914
C 5.857 -1.422 -3.197
C 7.218 -0.532 -3.590
C 4.377 -0.721 -3.185
N 3.928 -0.257 -1.779
N 3.936 -1.422 -1.064
C 4.617 -1.465 0.244
C 6.266 -1.745 0.186
C 4.735 0.901 -1.287
C 4.479 2.324 -2.133
F 5.273 2.415 -3.382
C 5.178 3.474 -1.130
C 5.216 4.969 -1.847
C 6.751 5.561 -2.024
N 7.332 5.322 -3.410
C 6.744 6.249 -4.450
C 6.176 5.287 -5.693
C 7.077 4.075 -6.389
C 6.486 3.104 -7.582
C 4.955 3.273 -8.173
C 4.040 4.504 -7.537
C 4.647 5.474 -6.336
O 3.809 6.583 -5.778
O 3.085 2.720 -2.227
C 2.137 1.625 -2.454
C 1.995 1.527 -4.120
O 1.686 0.406 -4.780
O 2.279 2.721 -4.984
C 0.682 2.300 -1.979
F 0.287 3.436 -2.876
F 0.999 2.956 -0.654
C -0.540 1.282 -1.719
F -1.713 2.162 -1.330
F -0.392 0.386 -0.510
C -1.108 0.462 -3.043
F -1.148 1.294 -4.286
F -0.514 -0.882 -3.228
F -2.564 0.204 -2.722
C 2.469 0.195 -1.787
H 7.320 -0.341 -4.742
H 8.188 -1.073 -3.174
H 7.214 0.537 -3.075
H 3.602 -1.560 -3.498
H 4.375 0.119 -3.984
H 3.054 -1.975 -1.123
H 4.357 -0.586 1.010
H 4.207 -2.438 0.809
H 6.818 -1.085 -0.603
H 6.717 -1.519 1.251
H 6.421 -2.903 -0.035
H 4.499 1.244 -0.167
H 5.916 0.752 -1.337
H 6.231 3.121 -0.758
H 4.423 3.550 -0.210
H 4.639 5.738 -1.143
H 4.620 4.932 -2.857
H 7.427 4.914 -1.282
H 6.794 6.687 -1.710
H 7.113 4.310 -3.610
H 7.519 7.054 -4.837
H 5.771 6.766 -4.006
H 8.181 3.965 -5.955
H 7.192 2.262 -7.987
H 4.573 2.538 -9.000
H 2.958 4.636 -7.978
H 4.201 7.400 -6.230
H 1.884 -0.639 -2.387
H 2.156 0.234 -0.635
O 3.628 1.452 1.799
C 2.670 1.511 2.552
C 1.751 2.686 2.698
C 1.037 2.371 3.988
C 1.049 0.865 4.013
O 2.257 0.487 3.355
H 1.063 2.710 1.848
H 2.313 3.620 2.768
H 0.031 2.795 4.046
H 1.617 2.761 4.833
H 0.204 0.434 3.466
H 1.047 0.474 5.034
O -4.088 -3.838 2.460
C -4.088 -2.998 1.575
C -4.432 -3.250 0.138
C -3.895 -2.013 -0.537
C -4.010 -0.970 0.545
O -3.811 -1.675 1.770
H -5.518 -3.329 0.040
H -3.942 -4.153 -0.232
H -4.432 -1.745 -1.451
H -2.840 -2.164 -0.796
H -4.999 -0.502 0.568
H -3.250 -0.190 0.441
O -2.588 1.921 5.264
C -3.660 2.067 4.699
C -4.612 0.966 4.343
C -5.524 1.645 3.353
C -5.488 3.082 3.802
O -4.181 3.277 4.338
H -5.149 0.653 5.242
H -4.087 0.122 3.891
H -6.534 1.226 3.330
H -5.100 1.561 2.345
H -6.222 3.290 4.588
H -5.653 3.774 2.971
O 3.341 -3.949 -3.806
C 3.940 -4.390 -4.773
C 3.600 -4.114 -6.206
C 4.378 -5.185 -6.928
C 5.551 -5.416 -6.011
O 5.053 -5.178 -4.695
H 3.948 -3.111 -6.469
H 2.527 -4.210 -6.382
H 4.674 -4.903 -7.942
H 3.773 -6.097 -6.993
H 6.373 -4.719 -6.204
H 5.930 -6.439 -6.082
O -9.721 -4.260 4.468
C -8.520 -4.186 4.666
C -7.584 -5.352 4.779
C -6.363 -4.719 5.397
C -6.436 -3.301 4.894
O -7.828 -3.014 4.775
H -7.378 -5.742 3.778
H -8.001 -6.131 5.421
H -5.429 -5.222 5.134
H -6.457 -4.730 6.490
H -5.970 -3.185 3.909
H -5.972 -2.597 5.590
O -10.945 -7.768 -0.630
C -10.989 -6.938 0.263
C -12.233 -6.276 0.773
C -11.676 -5.109 1.548
C -10.336 -5.625 2.003
O -9.903 -6.510 0.972
H -12.771 -6.975 1.419
H -12.869 -5.943 -0.051
H -12.316 -4.786 2.374
H -11.535 -4.254 0.875
H -10.404 -6.187 2.941
H -9.608 -4.818 2.126
O -4.391 0.804 10.716
C -3.858 1.631 9.996
C -3.177 2.881 10.464
C -3.069 3.680 9.190
C -2.985 2.608 8.135
O -3.762 1.522 8.638
H -2.193 2.623 10.867
H -3.778 3.401 11.214
H -2.219 4.367 9.174
H -3.984 4.269 9.048
H -1.959 2.260 7.977
H -3.397 2.944 7.179
*
```


Density functional theory data (ωB97M-V/def2-TZVPD) for a molecular structure, C4H9N3O at a distorted geometry.

Values from the calculation:
ΔE to the lowest compared entry with this formula, charge and spin: 174.48 kcal per mole
Frontier orbital gap (spin up / spin down): 7.13 / 7.07 eV

```
! RIJCOSX wB97M-V def2-TZVPD def2/J DEFGRID3
* xyz 0 1
C 0.252 1.099 1.414
N 0.612 -0.286 1.393
C -0.278 -0.644 -0.412
N 0.726 -1.283 -1.137
C -0.039 1.239 -0.108
C -1.528 -1.109 -0.354
O 1.945 -0.318 1.071
N -1.030 2.029 -0.450
H 2.087 -1.235 0.774
H 0.414 -2.085 -1.669
H 1.325 -0.664 -1.669
H -1.533 1.661 -1.260
H 1.042 1.763 1.766
H -0.671 1.228 1.973
H 0.944 1.225 -0.615
H -1.984 -1.759 -1.095
H -2.284 -0.861 0.378
*
```